No. 1
C45H49MoN7O4P2S | ωB97M-V with the def2-TZVPD basis set

The geometry in ORCA input format:
```
! wB97M-V def2-TZVPD RIJCOSX def2/J DEFGRID3
* xyz 2 3
H -5.046 3.250 -1.103
C -1.137 0.475 4.552
Mo -0.644 0.930 0.166
C 3.617 -2.446 -1.256
H -5.945 -2.765 2.308
H -0.466 0.258 -4.485
C -2.985 -1.994 -2.600
C 2.683 3.105 -4.001
H 1.722 3.859 -0.842
N 2.564 -1.612 -0.713
H -0.078 3.691 4.379
N -2.911 2.310 -2.006
N -4.545 2.680 -0.443
H 1.393 -3.305 -0.352
H 0.638 -2.070 2.978
C -2.315 -1.800 -1.403
C 2.969 2.120 3.793
C -0.182 3.372 1.679
C -2.850 2.491 -4.709
H -3.829 2.061 -4.492
H -0.131 0.768 -2.493
O -0.138 2.750 0.459
C -3.376 2.100 -0.732
H -0.776 1.455 -5.738
C 3.811 3.209 3.597
N -0.843 1.162 2.289
C -0.264 1.871 6.475
H -6.068 -1.690 0.892
C 2.268 3.860 -2.910
C -1.820 1.714 -2.628
C -1.200 0.236 3.201
O -1.136 1.715 7.317
H -5.511 -0.629 3.914
C -0.903 -2.551 -3.677
H -3.472 2.909 -2.589
P 1.951 1.026 0.039
C -0.152 -2.773 2.735
C -2.143 -4.612 2.141
H 2.703 1.809 4.797
C 4.105 3.653 2.315
C 1.598 -2.327 0.085
H -0.357 -2.865 -4.557
C -1.569 -4.592 3.404
C -2.279 -2.369 -3.738
H -0.100 -3.672 4.675
C 2.412 1.492 2.692
H 0.850 -2.496 -2.449
H -2.854 3.568 -4.522
H 4.774 4.491 2.170
H 4.236 3.712 4.455
H 3.998 -0.099 -0.429
H 3.798 3.372 0.218
C -4.935 -0.125 3.140
C -0.402 2.705 4.073
C -0.749 -2.769 1.471
H -2.871 -1.521 -0.511
H 6.450 -4.598 -2.813
C 2.575 1.115 -2.654
H -1.440 -0.286 5.260
C 2.033 3.255 -1.683
C -0.507 2.398 2.749
N -0.882 1.131 -1.916
H 0.277 1.881 -4.383
H -4.061 -1.879 -2.642
S -4.026 -1.321 2.142
H 3.138 1.133 -4.722
C 5.661 -3.999 -2.379
C -0.614 1.324 -4.673
H -2.905 -5.343 1.904
H -1.891 -5.298 4.157
C 2.825 1.730 -3.874
C -0.930 -1.987 -1.338
H 3.114 -4.263 -0.188
C 2.218 1.878 -1.540
H 4.857 -5.597 -1.203
H 2.894 3.588 -4.946
O 0.012 4.536 1.798
H -4.882 2.682 0.506
H 4.477 -0.837 -2.412
H -2.805 -2.541 -4.668
C 3.757 -3.788 -0.915
C -5.393 -2.298 1.493
N -2.717 1.367 0.119
H 6.243 -2.193 -3.384
H 3.278 -0.677 1.058
H 2.666 0.041 -2.572
N -1.793 1.812 -3.957
H 1.746 0.647 2.850
C -0.566 -3.677 3.699
H -1.550 -0.708 2.816
O 0.962 2.101 6.505
H -2.666 2.346 -5.768
H -3.208 1.205 0.994
C 4.767 -4.557 -1.485
H -2.179 -3.750 0.186
P -0.096 -1.630 0.226
C 3.060 -0.445 0.007
C 5.543 -2.653 -2.699
H -4.965 -3.082 0.869
C -0.223 -2.356 -2.481
C -0.655 1.699 5.019
C -1.735 -3.707 1.172
H -4.206 0.521 3.633
C 3.545 3.027 1.211
H 2.151 4.931 -3.006
H -5.612 0.476 2.532
C 4.531 -1.884 -2.148
H 1.937 -2.514 1.114
C 2.681 1.950 1.399
*
```

The value obtained for the HOMO energy (alpha / beta) is -11.93 / -11.88 eV. As for the energy: -97338.514 eV. As for the energy relative to the best compared isomer or geometry (same formula, charge and spin): 0.000 eV. Its maximum force is 0.00616 Eh/bohr.

=====

No. 2
C45H50BrIN3O3P2TeTi | ωB97M-V with the def2-TZVPD basis set

The geometry in ORCA input format:
```
! wB97M-V def2-TZVPD RIJCOSX def2/J DEFGRID3
* xyz 0 2
C 5.237 -0.767 -5.591
H 4.015 -3.087 -0.567
C 1.184 -6.167 -0.377
H -5.258 -0.123 2.957
H -2.705 1.047 -4.545
H -0.115 4.907 0.296
H 3.226 -2.703 1.582
H -5.650 2.408 0.034
H -4.228 -1.059 1.858
H -0.024 -2.582 4.377
C 4.543 -2.173 -0.849
H -0.314 0.297 7.557
H 0.489 -8.024 0.455
H 5.621 -1.742 -5.895
H 3.643 3.352 -4.035
H 1.440 3.378 -2.888
P -2.006 3.625 0.928
H 4.720 -0.326 -6.442
H -1.381 1.382 3.558
C 2.316 2.981 -2.391
O -0.217 2.598 -1.186
O -0.557 -2.146 1.996
I -4.632 -1.735 -3.929
H -0.523 -4.059 -3.244
H -0.688 -2.595 -2.262
C -3.124 3.753 2.369
H -2.352 4.399 -1.311
C 3.548 2.964 -3.028
C 0.017 -3.350 -2.618
C -3.013 4.275 -0.453
C -0.720 -0.645 3.830
Te 1.407 -1.247 -0.421
H 2.128 -8.092 -0.180
C -0.883 0.956 5.599
O -1.411 -0.123 1.625
C -2.984 -0.426 -1.636
H 4.460 -1.478 -0.011
H 5.613 2.401 -2.887
C 1.760 -5.459 0.670
N 0.701 2.039 0.806
H 0.753 -8.070 -1.288
C 4.776 -1.457 -3.216
C 3.016 -0.444 -4.448
H 0.247 -1.988 6.784
H -3.934 5.714 5.014
C -0.781 4.947 1.157
H -0.190 4.748 2.051
C 2.633 -1.114 -2.165
H 5.799 -1.813 -3.156
C -0.425 0.025 6.516
C 3.962 -1.571 -2.098
C 0.667 -4.055 -1.460
H 1.671 -2.796 2.395
C -0.872 -1.035 2.380
C 1.817 -4.070 0.680
C -5.612 1.480 0.606
C -1.033 0.639 4.262
C -3.370 -0.416 -2.982
H -5.533 1.913 3.899
C -4.005 2.689 2.603
C 4.538 1.945 -1.087
H 6.098 -0.137 -5.355
H 2.833 -4.122 2.565
H -3.500 -0.229 3.230
P -3.969 1.297 1.411
C -4.281 -0.160 2.474
H 0.755 -2.839 -3.239
H -1.236 5.937 1.214
C -4.834 3.817 4.570
Br -1.320 2.709 6.178
H 0.437 -0.099 -4.545
C 0.639 -5.448 -1.428
H -5.491 3.836 5.429
H -3.472 5.232 -0.198
C -2.716 0.665 -3.539
C -4.854 2.734 3.706
H 0.751 1.055 -3.239
H -1.307 1.974 -2.548
C 0.768 -0.003 -3.509
H -3.251 -1.113 -0.849
H -5.763 0.649 -0.086
C 0.861 2.389 -0.429
C -3.961 4.870 4.337
C -3.108 4.837 3.245
H 5.594 -2.418 -0.996
H -2.423 5.659 3.085
C 4.656 2.434 -2.381
C -0.259 -1.590 4.739
N -2.153 0.579 -1.398
H 5.403 1.532 -0.583
C 4.322 -0.892 -4.403
C 1.282 -3.367 -0.410
C 2.426 -3.385 1.872
H 3.186 1.585 0.559
H 0.167 -5.979 -2.247
C 3.310 1.969 -0.446
C 2.191 2.472 -1.103
H -3.793 3.559 -0.716
H 2.637 -0.001 -5.363
Ti -1.013 1.332 0.385
C 1.136 -7.670 -0.350
H -6.423 1.486 1.337
N -2.013 1.236 -2.553
C 2.160 -0.545 -3.350
H 2.178 -6.003 1.511
C -0.113 -1.254 6.075
H 0.057 -0.514 -2.862
*
```

The value obtained for the HOMO energy (alpha / beta) is -7.05 / -7.32 eV. As for the energy: -185222.731 eV. As for the energy relative to the best compared isomer or geometry (same formula, charge and spin): 0.775 eV. Its maximum force is 0.00938 Eh/bohr.

=====

No. 3
C45H50CsF6N2O2P2 | ωB97M-V with the def2-TZVPD basis set

The geometry in ORCA input format:
```
! wB97M-V def2-TZVPD RIJCOSX def2/J DEFGRID3
* xyz -1 1
C -1.845 -6.363 -1.736
C 2.554 0.171 -3.633
C 0.189 -1.759 3.850
C 2.811 0.338 -5.131
H -3.727 4.424 4.108
H -0.105 -1.219 2.952
C 1.199 5.322 -4.953
H -4.888 3.210 3.569
H 2.777 1.381 -5.445
H -0.916 4.602 -0.868
H -1.289 0.259 -6.093
H -4.271 0.492 0.672
H 4.582 0.773 -3.152
C -0.027 -5.252 5.229
H -4.873 4.804 2.819
F 5.526 -1.683 3.230
C -2.800 -1.034 0.971
H -0.180 6.013 -2.682
C -1.380 2.534 0.309
H 0.559 -3.329 5.978
F 6.535 0.782 -0.008
H 1.831 6.138 -4.594
N -0.500 1.964 -0.616
C -0.765 -5.286 2.946
C -0.629 0.744 -5.366
C 3.564 0.974 -2.810
H 0.356 5.776 -5.484
H -2.048 -7.148 -2.454
H 2.726 -0.887 -3.402
C -1.328 -4.331 0.107
H 4.077 1.859 2.917
C -0.291 -0.222 -4.234
H -2.227 -1.206 -4.327
H 4.147 0.333 3.819
H 0.248 -1.087 -4.641
C 0.556 2.210 -2.801
C 0.738 4.437 -3.824
H 0.740 -4.660 -0.368
H 1.479 2.652 -4.677
H 3.813 -0.034 -5.366
H -0.670 -7.024 4.196
F 5.156 2.300 0.669
H -4.335 2.199 -1.388
F 7.255 -0.397 3.081
H -2.131 0.113 -3.153
H -1.140 -5.839 2.093
C -0.127 2.739 -1.651
N 0.792 -1.130 4.769
H -5.278 -2.536 3.525
C -4.921 -0.963 2.106
C 0.519 3.197 1.838
C -2.637 -4.712 -0.174
H 0.255 1.096 -5.896
C -4.027 -0.422 1.193
C -3.657 3.069 0.968
H -5.869 -0.471 2.284
H 0.287 -6.473 -1.975
H -1.519 3.893 3.425
C -1.878 3.514 2.472
O 0.942 0.207 4.416
F 6.622 -1.567 1.376
H 3.534 0.707 -1.751
H 2.099 -0.225 -5.735
C -2.472 -2.208 1.647
C -0.559 -3.913 2.832
C 0.963 3.072 -3.823
C -2.763 2.575 0.030
C -4.590 -2.118 2.801
C -0.384 4.147 -1.696
C 6.163 -0.831 2.399
F 6.994 1.954 1.750
C -3.240 3.528 2.211
C -3.255 2.067 -1.296
C 0.185 -3.889 5.131
C -0.949 3.048 1.545
H -3.118 -3.641 3.115
O 4.189 -0.208 1.241
H -3.916 -6.002 -1.309
C -3.372 -2.739 2.571
C -0.282 -4.969 -0.560
H 0.180 -5.764 6.160
P -0.865 -2.995 1.266
H 1.778 4.752 -5.681
H 5.540 1.438 3.834
H -2.096 -0.581 0.276
C 5.988 1.326 1.091
H -4.717 3.087 0.721
C 0.039 4.949 -2.728
P 0.846 0.417 -2.892
C -0.069 -3.208 3.943
H -2.768 2.586 -2.124
H -1.145 1.620 -4.970
C 4.726 1.039 3.225
C -1.581 -0.726 -3.585
H -1.376 -1.441 -2.787
C 5.196 0.300 1.951
C -0.536 -5.987 -1.467
H -3.460 -4.212 0.321
C -0.502 -5.956 4.130
H 0.944 4.024 1.263
C -4.235 4.019 3.231
H 1.505 0.566 5.111
H 1.097 2.319 1.564
H 0.688 3.394 2.897
H 3.376 2.045 -2.889
H -3.020 1.006 -1.414
Cs 1.578 -0.137 0.560
C -2.893 -5.720 -1.093
*
```

The value obtained for the HOMO energy is -3.68 eV. As for the energy: -89985.003 eV. As for the energy relative to the best compared isomer or geometry (same formula, charge and spin): 0.000 eV. Its maximum force is 0.00333 Eh/bohr.